[1]
C27H27BBrN11OTa as an isolated structure at a distorted geometry, computed with wB97M-V/def2-TZVPD.

For the HOMO energy (alpha / beta), the calculation gives -17.62 / -17.62 eV. The frontier orbital gap (alpha / beta) comes out at 4.10 / 2.46 eV. For the total energy, the calculation gives -4377.18946 Ha. For the energy above the lowest of the compared OMol25 structures with the same formula, charge and spin, the calculation gives 1.8265 eV. Its expectation value of S² is 0.78.

Geometry as ORCA input:
```
! wB97M-V def2-TZVPD RIJCOSX def2/J DEFGRID3
* xyz 4 2
Ta -0.08720 0.80369 -0.26107
C -0.44700 0.02589 4.17093
C 0.10720 0.69989 3.09803
N -0.41090 0.24109 1.94093
N -1.31440 -0.71741 2.27153
C -1.34760 -0.86291 3.60343
B -2.16270 -1.47021 1.21083
N -1.18190 -2.21481 0.28763
C -1.18420 -3.47821 -0.15877
C -0.06030 -3.67771 -0.94167
C 0.59280 -2.45781 -0.93827
N -0.08760 -1.56631 -0.19967
N -2.91370 -0.43001 0.34033
C -4.20750 -0.42131 -0.00457
C -4.47330 0.73929 -0.71567
C -3.26340 1.40509 -0.77217
N -2.31420 0.68809 -0.14337
N -3.19750 -2.29151 1.94123
C -3.33620 -3.56981 2.34913
C -4.46890 -3.64491 3.15233
C -4.96830 -2.32151 3.20723
N -4.16450 -1.54741 2.54373
H -0.23620 0.16749 5.21263
H 0.83700 1.48499 3.12563
H -1.98630 -1.57301 4.09173
H -1.96840 -4.17131 0.06673
H 0.23730 -4.57931 -1.43657
H 1.51650 -2.20001 -1.42027
H -4.88760 -1.21551 0.23103
H -5.41400 1.04239 -1.12807
H -3.04500 2.36399 -1.20487
H -2.66250 -4.35931 2.08453
H -4.83690 -4.48241 3.71313
H -5.80060 -1.93131 3.75983
Br 6.80050 -0.49311 3.31283
C 5.41500 -0.17411 2.04633
C 4.11090 -0.61091 2.30953
C 3.11370 -0.39441 1.38283
C 3.40020 0.22359 0.15603
C 4.70270 0.68869 -0.08367
C 5.69710 0.49599 0.85123
N 2.38100 0.32249 -0.79697
C 2.66440 0.23559 -2.05397
C 1.64290 0.29659 -3.07467
C 1.98340 0.19929 -4.42847
C 0.99050 0.30929 -5.39457
C -0.31690 0.49989 -4.96787
C -0.58700 0.53529 -3.60167
N 0.35770 0.44189 -2.66977
H 3.88720 -1.11731 3.23503
H 2.11280 -0.75591 1.57463
H 4.93370 1.23369 -0.98817
H 6.69560 0.85369 0.65393
H 3.68940 0.10009 -2.39757
H 3.01060 0.04189 -4.72277
H 1.22660 0.23939 -6.44837
H -1.11670 0.61479 -5.68257
H -1.60740 0.64539 -3.25507
N -0.07950 4.75789 -2.07037
C 0.17960 3.68449 -1.37227
O -0.56290 2.65689 -1.43117
C 1.38640 3.61189 -0.47887
C 1.09250 2.60419 0.63943
H -0.89560 4.82369 -2.67307
H 0.49750 5.58989 -2.01367
H 1.63730 4.59449 -0.06877
H 2.23780 3.29309 -1.09607
H 0.43500 3.09569 1.36463
H 2.02200 2.37809 1.16653
*
```



[2]
C27H27Br2Cl2InN3OSe as an isolated structure, computed with wB97M-V/def2-TZVPD.

For the HOMO energy, the calculation gives -3.66 eV. The frontier orbital gap comes out at 5.74 eV. For the total energy, the calculation gives -9944.66956 Ha.

Geometry as ORCA input:
```
! wB97M-V def2-TZVPD RIJCOSX def2/J DEFGRID3
* xyz -1 1
In 0.02772 0.10752 0.52507
Br 0.17603 2.88117 -3.90642
C -1.25103 2.76075 -2.67415
C -2.40284 3.52985 -2.89263
C -3.46413 3.46237 -2.03758
Br -5.00412 4.51910 -2.39260
C -3.41969 2.61431 -0.90763
C -4.46327 2.44457 0.02958
C -4.31387 1.58363 1.07759
C -3.10254 0.88785 1.22429
N -2.11661 1.03615 0.37427
C -2.24522 1.86186 -0.69462
C -1.11218 1.89846 -1.59344
O -0.08016 1.15839 -1.38719
H -2.44334 4.17905 -3.75616
H -5.38215 3.00050 -0.10076
H -5.10798 1.43087 1.79501
H -2.94428 0.19369 2.04020
Cl 2.44149 -0.72067 -1.31697
C 3.10617 -1.90870 -0.19137
Cl 3.29367 -1.27770 1.45079
H 4.08850 -2.19559 -0.54731
H 2.41112 -2.74093 -0.15469
Se 1.29266 2.16895 1.37570
C 1.98036 1.70455 3.08658
C 1.70906 0.51745 3.75748
C 2.27252 0.29894 5.00510
N 3.07253 1.16150 5.63214
C 3.32667 2.29714 4.98161
C 2.81912 2.61139 3.73286
H 1.07652 -0.23971 3.31825
H 2.06715 -0.62922 5.52856
H 3.97897 3.00033 5.48983
H 3.07413 3.55305 3.26390
C -0.08308 -3.99140 -1.80577
C -1.49743 -3.41216 -1.69619
C -1.59921 -2.08152 -2.45037
C -2.01029 -3.32290 -0.26808
C -3.13685 -4.05875 0.05556
C -3.71752 -4.02374 1.31741
C -3.11693 -3.22803 2.27817
C -1.97309 -2.48116 2.01667
C -1.27738 -1.76028 3.14951
C -0.06524 -2.58432 3.60261
C -2.15825 -1.41699 4.34924
C -1.36437 -2.49255 0.71373
N -0.22616 -1.83708 0.36325
H 0.19559 -4.12727 -2.85514
H -0.01997 -4.95976 -1.30315
H 0.61879 -3.30537 -1.33440
H -2.16701 -4.11635 -2.20422
H -0.91962 -1.34452 -2.02740
H -2.61687 -1.68612 -2.39950
H -1.34156 -2.22052 -3.50491
H -3.58916 -4.67244 -0.71931
H -4.60549 -4.60030 1.54348
H -3.54883 -3.20404 3.27204
H -0.88910 -0.80485 2.76485
H -0.40273 -3.57221 3.92447
H 0.45648 -2.11446 4.44159
H 0.63030 -2.71061 2.77137
H -2.44346 -2.31328 4.90390
H -3.07967 -0.90971 4.05294
H -1.61377 -0.76659 5.03798
*
```



[3]
C27H27BrCl3GeN3O4TeW as an isolated structure at a distorted geometry, computed with wB97M-V/def2-TZVPD.

For the HOMO energy (alpha / beta), the calculation gives -10.21 / -10.92 eV. The frontier orbital gap (alpha / beta) comes out at 6.87 / 5.82 eV. For the total energy, the calculation gives -7876.73250 Ha. For the energy above the lowest of the compared OMol25 structures with the same formula, charge and spin, the calculation gives 0.0000 eV. Its expectation value of S² is 3.78.

Geometry as ORCA input:
```
! wB97M-V def2-TZVPD RIJCOSX def2/J DEFGRID3
* xyz 1 4
W 0.97449 -0.57109 0.95473
C 4.17599 1.50270 3.12031
C 3.37527 0.75994 2.10807
N 2.61479 -0.29320 2.40790
O 2.55043 -0.55611 3.75807
C 3.23011 1.15216 0.77537
C 3.58563 2.45667 0.17443
N 2.57000 0.20118 -0.00480
O 1.33429 0.63271 -0.52560
H 4.48833 0.83991 3.92251
H 3.56303 2.29302 3.56031
H 5.04827 1.95628 2.65653
H 2.52950 -1.53004 3.84007
H 4.27414 3.02066 0.79852
H 2.67067 3.04309 0.04371
H 4.02432 2.31053 -0.81348
N -1.08407 -0.49032 0.23255
C -2.21709 -0.60388 0.09408
C -3.61609 -0.76406 -0.07434
C -4.11907 -2.05648 -0.26009
C -5.47863 -2.23491 -0.42095
C -6.33150 -1.13689 -0.39818
C -5.82772 0.14497 -0.21317
C -4.47046 0.33965 -0.04957
H -3.44188 -2.90122 -0.26940
H -5.87651 -3.23004 -0.56233
H -7.39562 -1.28294 -0.52456
H -6.49876 0.99236 -0.19658
H -4.06210 1.33118 0.09423
Br -2.40805 0.73755 7.61399
C -1.67869 1.64267 6.12106
C -1.67263 3.02987 6.10018
C -1.13697 3.69600 5.00450
C -0.61400 2.98206 3.94246
C -0.62688 1.58854 3.97861
C -1.16012 0.91031 5.07209
C -0.06896 0.83332 2.86337
O -0.06887 -0.44286 2.82923
O 0.45912 1.38489 1.84828
H -2.08185 3.58315 6.93380
H -1.13078 4.77721 4.98744
H -0.19402 3.48281 3.08067
H -1.15738 -0.17076 5.09139
Cl 0.30183 -2.89258 1.58057
Ge 2.79968 -3.05073 1.20796
Cl 3.26891 -3.60515 3.28903
Cl 3.00597 -4.97466 0.19334
C 0.42995 0.27716 -7.25333
C 0.53244 -0.31152 -5.87571
C -0.54549 -0.96816 -5.29184
C -0.46769 -1.51616 -4.02025
C -1.66919 -2.21413 -3.43275
C 0.73423 -1.39134 -3.31566
Te 0.89395 -2.39062 -1.46539
C 1.83958 -0.74354 -3.87408
C 3.17002 -0.68700 -3.17527
C 1.71383 -0.21165 -5.14925
H -0.53975 0.07171 -7.70264
H 1.20305 -0.13171 -7.90496
H 0.56926 1.35878 -7.22249
H -1.47620 -1.04949 -5.84184
H -2.54748 -2.06768 -4.05914
H -1.90580 -1.82968 -2.43746
H -1.49589 -3.29008 -3.34684
H 3.06660 -0.62458 -2.09112
H 3.74769 0.17563 -3.50552
H 3.75312 -1.58206 -3.40773
H 2.56767 0.28871 -5.59303
*
```



[4]
C27H27Cl2InN3O3 as an isolated structure, computed with wB97M-V/def2-TZVPD.

For the HOMO energy, the calculation gives -17.28 eV. The frontier orbital gap comes out at 6.82 eV. For the total energy, the calculation gives -2544.62583 Ha. For the energy above the lowest of the compared OMol25 structures with the same formula, charge and spin, the calculation gives 1.3814 eV.

Geometry as ORCA input:
```
! wB97M-V def2-TZVPD RIJCOSX def2/J DEFGRID3
* xyz 3 1
In 0.29010 0.38803 -0.67511
C -4.15792 -0.13591 -1.60836
O -3.36489 -0.69792 -2.71493
C -2.12923 -0.39090 -2.48112
N -1.84618 0.32613 -1.44726
C -3.10561 0.58915 -0.72437
C -3.09264 0.09066 0.70474
C -4.10724 0.49943 1.56059
C -4.13263 0.06121 2.87870
C -3.13981 -0.78349 3.35277
C -2.10981 -1.17815 2.51277
C -2.11542 -0.77876 1.18273
C -1.06017 -0.88078 -3.35771
C -1.18410 -1.33614 -4.65744
C -0.02728 -1.78147 -5.29573
C 1.18670 -1.78702 -4.61111
C 1.18800 -1.31082 -3.31276
N 0.09814 -0.85947 -2.71584
C 2.32228 -1.25303 -2.38533
N 2.26954 -0.50419 -1.33674
C 3.49788 -0.72808 -0.55261
C 4.26515 -1.75682 -1.42755
O 3.37447 -1.97957 -2.58131
C 3.18675 -1.20850 0.84938
C 4.19203 -1.18885 1.80733
C 3.92161 -1.56848 3.11711
C 2.64669 -1.98086 3.47941
C 1.64116 -2.02489 2.52640
C 1.91776 -1.66275 1.21043
H -4.64161 -0.96762 -1.10414
H -4.91067 0.52443 -2.02708
H -3.28484 1.66661 -0.73815
H -4.88733 1.16313 1.20005
H -4.92748 0.38642 3.53663
H -3.18989 -1.16422 4.36382
H -1.33658 -1.83478 2.88416
H -1.38223 -1.22569 0.49924
H -2.14637 -1.34147 -5.15137
H -0.07316 -2.12913 -6.31937
H 2.09994 -2.14279 -5.06891
H 4.05081 0.20699 -0.49839
H 4.40707 -2.71729 -0.94023
H 5.21436 -1.38841 -1.80242
H 5.19555 -0.87765 1.53418
H 4.71372 -1.55095 3.85429
H 2.44837 -2.30466 4.49214
H 0.66241 -2.39791 2.79184
H 1.14777 -1.82918 0.44993
Cl 3.15896 3.72394 2.58194
C 2.80524 2.06982 2.28669
Cl 2.23006 1.86956 0.51619
H 1.99515 1.71244 2.91063
H 3.69499 1.45618 2.34682
C -0.92464 3.70061 -0.80010
C -1.13589 2.95033 0.46692
C -1.88793 3.58161 1.57499
O -0.67948 1.80269 0.63730
H -1.71898 4.41986 -0.98882
H -0.80596 3.02677 -1.65169
H 0.00472 4.27146 -0.68081
H -1.87503 4.66745 1.50592
H -1.51579 3.24607 2.54180
H -2.93058 3.24759 1.49890
*
```



What did the third record say?
C27H27BrCl3GeN3O4TeW as an isolated structure at a distorted geometry, computed with wB97M-V/def2-TZVPD.

For the HOMO energy (alpha / beta), the calculation gives -10.21 / -10.92 eV. The frontier orbital gap (alpha / beta) comes out at 6.87 / 5.82 eV. For the total energy, the calculation gives -7876.73250 Ha. For the energy above the lowest of the compared OMol25 structures with the same formula, charge and spin, the calculation gives 0.0000 eV. Its expectation value of S² is 3.78.

Geometry as ORCA input:
```
! wB97M-V def2-TZVPD RIJCOSX def2/J DEFGRID3
* xyz 1 4
W 0.97449 -0.57109 0.95473
C 4.17599 1.50270 3.12031
C 3.37527 0.75994 2.10807
N 2.61479 -0.29320 2.40790
O 2.55043 -0.55611 3.75807
C 3.23011 1.15216 0.77537
C 3.58563 2.45667 0.17443
N 2.57000 0.20118 -0.00480
O 1.33429 0.63271 -0.52560
H 4.48833 0.83991 3.92251
H 3.56303 2.29302 3.56031
H 5.04827 1.95628 2.65653
H 2.52950 -1.53004 3.84007
H 4.27414 3.02066 0.79852
H 2.67067 3.04309 0.04371
H 4.02432 2.31053 -0.81348
N -1.08407 -0.49032 0.23255
C -2.21709 -0.60388 0.09408
C -3.61609 -0.76406 -0.07434
C -4.11907 -2.05648 -0.26009
C -5.47863 -2.23491 -0.42095
C -6.33150 -1.13689 -0.39818
C -5.82772 0.14497 -0.21317
C -4.47046 0.33965 -0.04957
H -3.44188 -2.90122 -0.26940
H -5.87651 -3.23004 -0.56233
H -7.39562 -1.28294 -0.52456
H -6.49876 0.99236 -0.19658
H -4.06210 1.33118 0.09423
Br -2.40805 0.73755 7.61399
C -1.67869 1.64267 6.12106
C -1.67263 3.02987 6.10018
C -1.13697 3.69600 5.00450
C -0.61400 2.98206 3.94246
C -0.62688 1.58854 3.97861
C -1.16012 0.91031 5.07209
C -0.06896 0.83332 2.86337
O -0.06887 -0.44286 2.82923
O 0.45912 1.38489 1.84828
H -2.08185 3.58315 6.93380
H -1.13078 4.77721 4.98744
H -0.19402 3.48281 3.08067
H -1.15738 -0.17076 5.09139
Cl 0.30183 -2.89258 1.58057
Ge 2.79968 -3.05073 1.20796
Cl 3.26891 -3.60515 3.28903
Cl 3.00597 -4.97466 0.19334
C 0.42995 0.27716 -7.25333
C 0.53244 -0.31152 -5.87571
C -0.54549 -0.96816 -5.29184
C -0.46769 -1.51616 -4.02025
C -1.66919 -2.21413 -3.43275
C 0.73423 -1.39134 -3.31566
Te 0.89395 -2.39062 -1.46539
C 1.83958 -0.74354 -3.87408
C 3.17002 -0.68700 -3.17527
C 1.71383 -0.21165 -5.14925
H -0.53975 0.07171 -7.70264
H 1.20305 -0.13171 -7.90496
H 0.56926 1.35878 -7.22249
H -1.47620 -1.04949 -5.84184
H -2.54748 -2.06768 -4.05914
H -1.90580 -1.82968 -2.43746
H -1.49589 -3.29008 -3.34684
H 3.06660 -0.62458 -2.09112
H 3.74769 0.17563 -3.50552
H 3.75312 -1.58206 -3.40773
H 2.56767 0.28871 -5.59303
*
```